ORCA calculation (ωB97M-V/def2-TZVPD) on a structure of composition C35H54CsGe2N3O11P2S.

```
! wB97M-V def2-TZVPD RIJCOSX def2/J DEFGRID3
* xyz -2 1
Cs 1.506 1.364 2.133
O 2.856 -2.554 5.268
C 2.398 -1.781 4.185
O 1.846 -0.596 4.584
C 2.728 -2.177 2.935
C 3.454 -3.432 2.705
C 3.930 -3.728 1.475
C 3.712 -2.849 0.370
C 2.900 -1.761 0.643
N 2.366 -1.427 1.805
C 2.516 -0.830 -0.466
O 3.391 -0.791 -1.492
O 1.524 -0.127 -0.500
H 2.941 -1.917 5.987
H 3.611 -4.104 3.538
H 4.481 -4.652 1.328
H 4.119 -3.025 -0.614
H 3.118 -0.018 -2.009
N 2.997 5.500 -1.172
C 2.752 4.722 0.107
C 3.120 5.643 1.270
P 4.029 3.364 0.035
O 3.490 2.425 -1.199
O 5.226 4.108 -0.477
O 3.984 2.566 1.280
P 0.900 4.525 0.138
O 0.616 3.369 -0.979
O 0.440 5.799 -0.505
O 0.462 4.067 1.478
H 3.988 5.754 -1.191
H 2.325 6.277 -1.172
H 2.805 4.920 -2.011
H 4.175 5.927 1.217
H 2.952 5.110 2.203
H 2.492 6.538 1.271
H 3.872 2.781 -2.013
H 0.756 2.466 -0.662
C -2.086 0.357 -3.520
C -1.284 0.879 -2.330
Ge -1.791 -0.015 -0.631
C -2.093 1.354 0.748
C -3.277 2.273 0.465
C -3.345 -1.194 -0.964
C -2.906 -2.443 -0.712
Ge -1.010 -2.241 -0.075
C -0.789 -2.817 1.778
C -1.961 -2.432 2.674
C 0.225 -3.212 -1.254
C 0.283 -2.652 -2.672
C -3.721 -3.665 -0.855
C -3.519 -4.744 0.007
C -4.285 -5.895 -0.097
C -5.257 -6.002 -1.082
C -5.455 -4.945 -1.962
C -4.694 -3.791 -1.850
H -1.798 0.830 -4.464
H -3.155 0.535 -3.380
H -1.958 -0.720 -3.646
H -1.435 1.954 -2.198
H -0.211 0.729 -2.469
H -1.177 1.945 0.852
H -2.230 0.822 1.692
H -3.152 2.803 -0.484
H -3.382 3.030 1.245
H -4.212 1.709 0.410
H -4.377 -1.006 -1.271
H 0.136 -2.362 2.141
H -0.630 -3.901 1.772
H -2.066 -1.349 2.725
H -1.806 -2.769 3.700
H -2.909 -2.845 2.313
H -0.110 -4.255 -1.259
H 1.215 -3.215 -0.791
H -0.702 -2.673 -3.147
H 0.973 -3.215 -3.308
H 0.622 -1.612 -2.651
H -2.756 -4.665 0.774
H -4.119 -6.714 0.593
H -5.851 -6.904 -1.170
H -6.202 -5.024 -2.744
H -4.841 -2.973 -2.545
C -0.265 4.884 -3.693
C 0.208 3.686 -4.501
S 1.649 2.913 -3.733
O 2.689 4.007 -3.614
C 2.189 1.946 -5.158
C 1.253 0.791 -5.478
H -1.137 5.327 -4.176
H 0.516 5.642 -3.639
H -0.525 4.612 -2.672
H 0.498 3.969 -5.517
H -0.556 2.908 -4.544
H 3.176 1.583 -4.863
H 2.320 2.638 -5.993
H 1.052 0.182 -4.594
H 1.702 0.145 -6.233
H 0.297 1.143 -5.865
N 0.412 -0.310 4.336
C -0.394 -0.812 5.273
C -1.742 -0.319 5.257
C -2.688 -0.743 6.156
C -2.387 -1.683 7.151
C -1.083 -2.163 7.194
C -0.105 -1.755 6.300
H -1.992 0.424 4.507
H -3.691 -0.330 6.090
H -3.136 -2.016 7.859
H -0.810 -2.897 7.948
H 0.875 -2.200 6.354
*
```

## Properties
E_HOMO: -0.21 eV
energy above the lowest of the compared OMol25 structures with the same formula, charge and spin: 2.562 eV
energy: -7613.07580 hartree

Here are the Mulliken charges for atoms 1 to 8, given in e: 1.67, -0.63, 0.22, -0.46, 0.02, -1.04, -0.47, -0.93


ORCA calculation (ωB97M-V/def2-TZVPD) on a cluster of 14 separate species, C35H54N15O3 in total.

```
! wB97M-V def2-TZVPD RIJCOSX def2/J DEFGRID3
* xyz -1 1
C 3.371 -0.429 2.064
C 2.237 0.382 1.296
O 2.101 0.128 0.103
N 1.526 1.369 2.076
C 0.160 1.674 1.565
C -0.957 1.306 2.640
C -1.346 -0.235 2.700
C -1.437 -0.965 1.306
C -1.809 -2.508 1.411
O -2.367 -2.977 2.442
O -1.466 -3.273 0.377
H 2.982 -0.975 2.966
H 4.249 0.253 2.315
H 3.812 -1.224 1.381
H 2.068 2.240 1.974
H 0.103 2.810 1.461
H -0.082 1.262 0.550
H -0.677 1.630 3.686
H -1.896 1.866 2.326
H -0.666 -0.760 3.442
H -2.382 -0.281 3.164
H -0.433 -0.904 0.780
H -2.247 -0.498 0.657
C 5.849 2.171 5.140
C 6.028 1.231 4.003
N 6.168 0.504 3.118
H 5.102 1.782 5.828
H 6.794 2.293 5.671
H 5.519 3.142 4.770
C -3.028 -2.793 -2.719
C -3.776 -1.564 -2.341
N -4.359 -0.611 -2.048
H -3.579 -3.676 -2.399
H -2.896 -2.828 -3.801
H -2.047 -2.794 -2.239
C 4.414 2.355 9.397
C 3.915 2.756 8.055
N 3.526 3.066 7.014
H 3.784 1.564 9.805
H 5.438 1.989 9.317
H 4.394 3.211 10.071
C 0.048 5.610 7.260
C 0.228 4.668 6.125
N 0.368 3.937 5.244
H -0.704 5.223 7.948
H 0.991 5.731 7.794
H -0.277 6.581 6.887
C -0.733 -2.099 -6.504
C -0.881 -3.399 -5.803
N -1.016 -4.391 -5.214
H 0.060 -1.518 -6.033
H -0.480 -2.266 -7.552
H -1.667 -1.539 -6.450
C -3.546 -6.736 -6.829
C -4.051 -6.317 -8.163
N -4.443 -5.992 -9.199
H -4.163 -7.542 -6.434
H -2.517 -7.086 -6.915
H -3.577 -5.892 -6.139
C 0.515 -6.091 -7.940
C 0.210 -7.540 -7.818
N -0.028 -8.665 -7.723
H 1.512 -5.955 -8.359
H -0.214 -5.613 -8.595
H 0.470 -5.613 -6.961
C -6.272 1.969 -0.298
C -5.207 2.066 0.734
N -4.341 2.127 1.561
H -5.844 1.599 -1.231
H -7.060 1.281 0.028
H -6.711 2.953 -0.474
C 1.510 1.175 -3.560
C 1.720 0.329 -4.765
N 1.883 -0.336 -5.696
H 0.771 0.711 -2.905
H 2.448 1.284 -3.016
H 1.153 2.161 -3.859
C 5.755 2.008 -0.458
C 4.856 2.470 0.629
N 4.158 2.828 1.474
H 6.614 2.674 -0.536
H 6.105 0.998 -0.243
H 5.218 2.006 -1.406
C -5.958 -0.627 4.406
C -5.207 0.197 3.419
N -4.636 0.851 2.642
H -6.666 -0.001 4.951
H -6.504 -1.415 3.893
H -5.265 -1.080 5.114
C 3.642 6.453 1.604
C 3.969 7.454 2.654
N 4.223 8.231 3.469
H 4.148 5.511 1.818
H 2.566 6.281 1.578
H 3.967 6.819 0.630
C -5.044 -4.388 3.301
C -5.965 -3.901 4.360
N -6.684 -3.523 5.182
H -4.184 -3.717 3.213
H -4.689 -5.388 3.549
H -5.568 -4.423 2.345
C 2.656 0.969 -8.930
C 2.144 1.445 -10.244
N 1.748 1.814 -11.262
H 2.051 0.135 -8.576
H 3.690 0.640 -9.033
H 2.610 1.776 -8.200
*
```

## Properties
E_HOMO: -4.35 eV
energy: -2412.88767 hartree

Here are the Mulliken charges for atoms 1 to 8, given in e: -0.57, 0.54, -0.59, -0.09, -0.56, -0.18, -0.31, 0.26


ORCA calculation (ωB97M-V/def2-TZVPD) on a structure of composition C35H55CaNO7SSi2Te.

```
! wB97M-V def2-TZVPD RIJCOSX def2/J DEFGRID3
* xyz 0 1
Ca -0.800 0.862 -0.336
C -0.351 -4.524 0.297
C 0.599 -3.542 0.930
C 1.626 -2.976 0.186
C 2.519 -2.074 0.759
C 3.675 -1.542 -0.043
C 2.340 -1.707 2.088
C 1.319 -2.254 2.860
C 1.160 -1.861 4.304
C 0.467 -3.183 2.271
H 0.140 -5.484 0.129
H -0.699 -4.166 -0.673
H -1.219 -4.703 0.932
H 1.740 -3.245 -0.859
H 3.357 -1.210 -1.033
H 4.428 -2.318 -0.191
H 4.160 -0.708 0.467
H 3.021 -0.993 2.541
H 1.895 -2.376 4.926
H 0.170 -2.118 4.680
H 1.312 -0.789 4.438
H -0.327 -3.627 2.864
C -3.062 3.185 -2.856
C -2.967 1.788 -2.270
C -4.241 0.999 -2.524
O -2.713 1.895 -0.837
C -1.730 1.019 -2.818
O -1.039 1.552 -3.688
O -1.446 -0.079 -2.212
H -3.899 3.713 -2.395
H -3.214 3.131 -3.933
H -2.140 3.738 -2.676
H -5.078 1.475 -2.011
H -4.129 -0.026 -2.176
H -4.453 0.984 -3.594
H -3.439 2.473 -0.424
C 4.667 2.357 -4.378
Si 5.064 1.733 -2.655
C 5.642 -0.045 -2.777
C 6.416 2.800 -1.907
C 3.594 1.793 -1.474
Te 1.677 1.400 -2.367
C 1.446 3.396 -3.094
Si 1.114 4.834 -1.921
C -0.143 4.466 -0.570
C 0.480 6.243 -2.977
C 2.699 5.362 -1.055
H 5.404 1.964 -5.083
H 4.707 3.447 -4.439
H 3.684 2.026 -4.719
H 6.520 -0.122 -3.422
H 4.864 -0.683 -3.203
H 5.911 -0.448 -1.797
H 7.314 2.800 -2.529
H 6.700 2.445 -0.914
H 6.080 3.835 -1.808
H 3.533 2.747 -0.947
H 3.740 1.028 -0.710
H 0.649 3.307 -3.833
H 2.373 3.604 -3.632
H -1.155 4.780 -0.825
H 0.153 4.996 0.339
H -0.192 3.407 -0.318
H -0.437 5.953 -3.494
H 1.212 6.538 -3.732
H 0.257 7.122 -2.367
H 2.952 4.698 -0.223
H 2.571 6.364 -0.639
H 3.553 5.394 -1.737
N -1.588 -1.237 0.915
C -2.806 -0.608 1.296
C -2.784 0.320 2.334
C -3.797 1.257 2.414
C -4.812 1.247 1.469
C -4.940 0.193 0.586
C -3.933 -0.750 0.502
S -5.609 2.792 1.088
O -6.810 2.486 0.349
O -4.541 3.379 0.222
O -5.764 3.514 2.328
H -1.720 -2.016 0.280
H -0.999 -1.545 1.680
H -1.932 0.364 3.002
H -3.775 2.052 3.149
H -5.780 0.175 -0.095
H -3.962 -1.516 -0.265
C -0.766 3.464 2.916
C 0.303 2.613 2.299
O 0.002 1.593 1.688
C 1.727 2.994 2.390
C 2.140 4.170 3.015
C 3.483 4.506 3.042
C 4.419 3.668 2.448
C 4.014 2.492 1.827
C 2.673 2.157 1.797
H -1.747 3.072 2.656
H -0.689 4.493 2.564
H -0.651 3.482 4.002
H 1.417 4.829 3.476
H 3.801 5.421 3.522
H 5.468 3.934 2.466
H 4.747 1.845 1.361
H 2.338 1.248 1.311
*
```

## Properties
E_HOMO: -8.41 eV
energy above the lowest of the compared OMol25 structures with the same formula, charge and spin: 0.000 eV
energy: -3871.15374 hartree

Here are the Mulliken charges for atoms 1 to 8, given in e: 1.07, -1.64, 0.99, -0.50, 0.77, -1.34, -0.58, 0.84


ORCA calculation (ωB97M-V/def2-TZVPD) on a structure of composition C35H55N4NiOP2S.

```
! wB97M-V def2-TZVPD RIJCOSX def2/J DEFGRID3
* xyz 1 3
C -2.068 0.663 -2.336
C -1.852 -1.518 -1.470
C -3.079 0.265 -3.199
C -2.764 -1.970 -2.416
C -3.385 -1.088 -3.273
H -3.526 1.004 -3.841
H -2.929 -3.026 -2.465
H -4.139 -1.440 -3.951
N -1.553 -0.182 -1.459
P 0.141 2.107 -1.524
P -0.844 -1.731 1.122
C -1.515 2.104 -2.355
H -1.446 2.508 -3.387
H -2.199 2.790 -1.813
C -1.211 -2.337 -0.489
H -1.251 -3.421 -0.661
C 0.359 -3.002 1.929
C -2.601 -1.982 1.803
C 1.311 1.711 -3.005
C 0.313 3.923 -1.001
C 1.760 -2.400 1.983
H 1.775 -1.458 2.536
H 2.423 -3.110 2.488
H 2.180 -2.217 0.997
C -0.066 -3.303 3.366
H -0.092 -2.398 3.982
H -1.024 -3.828 3.426
H 0.684 -3.971 3.812
C 0.427 -4.301 1.143
H 1.123 -4.968 1.666
H -0.515 -4.849 1.101
H 0.808 -4.151 0.131
C -2.642 -1.491 3.261
H -2.207 -0.483 3.350
H -3.702 -1.442 3.551
H -2.133 -2.172 3.954
C -3.589 -1.108 1.002
H -3.251 -0.063 0.983
H -3.731 -1.482 -0.019
H -4.557 -1.162 1.526
C -2.996 -3.476 1.692
H -2.318 -4.084 1.079
H -3.083 -3.937 2.687
H -3.991 -3.540 1.225
C 1.745 4.125 -0.484
H 1.770 5.095 0.035
H 2.026 3.336 0.237
H 2.474 4.157 -1.307
C -0.681 4.110 0.154
H -1.727 3.912 -0.128
H -0.407 3.453 0.993
H -0.612 5.152 0.500
C -0.040 4.930 -2.109
H -0.183 5.902 -1.614
H 0.770 5.051 -2.837
H -0.975 4.678 -2.632
C 0.846 0.429 -3.729
H 1.512 0.290 -4.597
H 0.965 -0.445 -3.081
H -0.195 0.502 -4.078
C 2.718 1.460 -2.421
H 2.690 0.603 -1.724
H 3.374 1.205 -3.270
H 3.124 2.342 -1.901
C 1.339 2.863 -4.032
H 0.321 3.152 -4.358
H 1.895 3.739 -3.658
H 1.875 2.469 -4.917
Ni 0.098 0.451 0.065
C -1.091 1.091 1.406
O -1.836 1.684 2.166
N 1.324 -0.915 -0.798
C 1.045 -1.969 -1.258
C 1.379 -3.019 -2.153
C 2.759 -3.012 -2.367
C 0.560 -3.958 -2.828
C 3.350 -3.917 -3.196
H 3.352 -2.270 -1.803
C 1.173 -4.873 -3.672
H -0.514 -3.957 -2.664
C 2.557 -4.861 -3.861
H 4.455 -3.894 -3.318
H 0.555 -5.644 -4.198
H 3.016 -5.599 -4.531
S 1.609 1.116 1.686
C 1.234 1.992 3.121
N 1.950 1.739 4.236
C 1.479 2.133 5.570
C 0.838 3.512 5.562
C 0.692 4.096 4.176
N 0.398 3.042 3.229
H 2.489 0.869 4.195
H 2.340 2.104 6.243
H 0.747 1.396 5.927
H 1.425 4.197 6.170
H -0.145 3.441 6.032
H 1.632 4.585 3.901
H -0.103 4.830 4.123
H -0.433 3.116 2.666
*
```

## Properties
E_HOMO (alpha / beta): -8.80 / -8.80 eV
energy above the lowest of the compared OMol25 structures with the same formula, charge and spin: 1.193 eV
energy: -4249.89147 hartree

Here are the Mulliken charges for atoms 1 to 8, given in e: -0.48, -0.72, -0.90, -0.37, -1.14, 0.59, 0.63, 0.47


What max |F| values result from the calculations? In sequence: 0.01235 0.17928 0.01774 0.15669 Eh/bohr.